[1]
{"formula": "C2H3O4S", "method": "ωB97M-V/def2-TZVPD", "e_above_lowest_kj_mol": 54.8, "fmax_ha_per_bohr": 0.0710, "e_tot_ha": -777.20967, "mol_weight_da": 123.11, "spin_multiplicity": 1, "homo_ev": -4.69, "charge": -1, "smiles": "CC(=O)S(=O)(=O)[O-]", "symbols": ["O", "H", "C", "H", "C", "O", "H", "O", "O", "S"], "xyz": [[2.44745, -0.78509, 1.30818], [0.06512, -0.54921, 0.38189], [1.17235, 1.04163, -0.02353], [-1.02353, 0.75542, -0.09830], [-0.03095, 0.24802, -0.38426], [4.05860, 0.53937, -0.14989], [-0.19302, -0.16000, -1.34419], [1.15152, 2.20336, 0.31865], [2.37376, -1.07486, -1.08031], [2.78559, -0.16221, -0.01316]], "nbo_charge": [-1.03, 0.26, 0.37, 0.19, -0.74, -0.97, 0.24, -0.57, -1.02, 2.27]}

=====

[2]
{"formula": "C2H3OPS", "method": "ωB97M-V/def2-TZVPD", "e_above_lowest_kj_mol": 482.7, "fmax_ha_per_bohr": 0.0798, "e_tot_ha": -892.57977, "mol_weight_da": 106.09, "spin_multiplicity": 1, "homo_ev": [-8.23, -8.23], "charge": 0, "symbols": ["H", "P", "C", "C", "H", "S", "O", "H"], "xyz": [[-0.75222, 0.58001, 1.42551], [-1.64913, 0.85291, 0.29913], [0.79177, 0.94355, 0.13269], [0.41997, -1.23749, -0.33936], [0.96771, -2.09496, -0.42664], [-1.09775, -1.39046, 0.10498], [-0.31003, 1.33702, -0.56232], [1.62967, 1.00943, -0.63399]], "nbo_charge": [-0.01, 0.72, -0.03, -0.43, 0.18, 0.22, -0.77, 0.12]}